1.
The following is a quantum chemistry calculation of the molecule C3H5N3, from the OMol25 dataset.

Calculated values
Energy above the lowest of the compared OMol25 structures with the same formula, charge and spin = 78.12 kcal/mol
Calculated total energy = -7659.068 eV
Multiplicity = 1

```
11
Properties=species:S:1:pos:R:3:forces:R:3
N -2.02108 -0.80096 0.77376 0.11 0.28 0.00
C -1.04436 -0.11829 0.31563 -0.22 -0.19 0.09
C -0.56010 0.07426 -1.01389 0.01 -0.29 0.05
N 0.91528 0.09225 -0.75962 0.27 0.09 -0.09
C 0.98275 0.67439 0.61040 -0.19 -0.08 0.23
N -0.09793 0.56734 1.23073 0.38 -0.03 -0.20
H -2.06451 -0.67961 1.78348 -0.15 0.08 -0.05
H 1.32009 -0.85215 -0.64951 0.03 0.09 -0.26
H -0.83761 -0.62896 -1.79005 0.05 -0.03 0.12
H 1.47790 0.58879 -1.45124 -0.15 0.10 0.13
H 1.92957 1.08294 0.95031 -0.15 -0.03 -0.02
```
Positions in Å, forces in eV/Å.

Mulliken population analysis, charges in e, atoms 1 to 8: atom 1 (N): -0.730, atom 2 (C): 0.585, atom 3 (C): -0.707, atom 4 (N): -0.162, atom 5 (C): -0.049, atom 6 (N): -0.419, atom 7 (H): 0.262, atom 8 (H): 0.317


2.
The following is a quantum chemistry calculation of the molecule C3H5N3, from the OMol25 dataset.

Calculated values
Energy above the lowest of the compared OMol25 structures with the same formula, charge and spin = 69.63 kcal/mol
Calculated total energy = -7659.436 eV
SMILES = [H]/N=c1\cc[nH][nH]1
Multiplicity = 1

```
11
Properties=species:S:1:pos:R:3:forces:R:3
H -2.11671 -0.94682 -0.05757 -0.23 -0.13 0.38
N -1.84310 0.00676 0.16486 -0.10 -0.35 0.51
C -0.65298 0.03876 0.60525 -0.40 0.10 -0.47
C 0.43415 -0.98487 0.50830 0.05 0.02 -0.22
C 1.28411 -0.37564 -0.31599 -0.08 -0.35 -0.02
N 0.81889 0.96696 -0.63022 0.11 0.00 -0.12
N 0.05172 1.26930 0.58438 -0.21 0.09 0.22
H 0.42424 -2.00208 0.87521 0.04 0.19 -0.02
H 2.16709 -0.74810 -0.81810 -0.06 0.03 0.12
H 0.01669 0.74881 -1.26447 0.89 0.47 -0.42
H -0.58412 2.02692 0.34834 -0.01 -0.06 0.04
```
Positions in Å, forces in eV/Å.

Mulliken population analysis, charges in e, atoms 1 to 8: atom 1 (H): 0.241, atom 2 (N): -0.641, atom 3 (C): 0.417, atom 4 (C): -0.306, atom 5 (C): -0.328, atom 6 (N): -0.447, atom 7 (N): -0.401, atom 8 (H): 0.393


3.
The following is a quantum chemistry calculation of the molecule C3H5N3, from the OMol25 dataset.

Calculated values
Energy above the lowest of the compared OMol25 structures with the same formula, charge and spin = 30.80 kcal/mol
Calculated total energy = -7661.120 eV
SMILES = Nc1cn[nH]c1
Multiplicity = 1

```
11
Properties=species:S:1:pos:R:3:forces:R:3
N 0.84687 0.55977 1.55420 0.21 -0.19 0.12
C 0.53273 0.17407 0.22284 -0.53 -0.10 -0.04
C 0.49181 -1.10467 -0.38558 -0.09 -0.11 0.04
N -0.46732 -1.16648 -1.29850 0.25 0.12 -0.09
N -0.98103 0.07190 -1.34214 -0.09 0.13 -0.29
C -0.37471 0.92255 -0.47913 -0.16 -0.11 0.15
H 1.42670 -0.12957 2.01600 0.25 0.08 -0.08
H -0.06962 0.46596 1.98448 0.41 0.30 0.55
H 1.12720 -1.96399 -0.19735 -0.28 0.10 0.07
H -1.90493 0.20447 -1.71975 0.29 -0.01 -0.41
H -0.62769 1.96599 -0.35508 -0.25 -0.21 -0.01
```
Positions in Å, forces in eV/Å.

Mulliken population analysis, charges in e, atoms 1 to 8: atom 1 (N): -0.636, atom 2 (C): 0.530, atom 3 (C): -0.460, atom 4 (N): -0.714, atom 5 (N): 0.181, atom 6 (C): -0.531, atom 7 (H): 0.261, atom 8 (H): 0.283


4.
The following is a quantum chemistry calculation of the molecule C3H5N3, from the OMol25 dataset.

Calculated values
Energy above the lowest of the compared OMol25 structures with the same formula, charge and spin = 78.70 kcal/mol
Calculated total energy = -7659.043 eV
SMILES = Cn1nccn1
Multiplicity = 1

```
11
Properties=species:S:1:pos:R:3:forces:R:3
C -2.09005 -0.08788 0.02225 1.62 2.56 1.25
N -0.54973 -0.13768 -0.07925 -1.18 1.05 1.87
N -0.05891 1.10329 0.00395 4.58 -2.78 -1.23
C 1.35910 0.78122 -0.05604 -1.22 5.55 1.75
C 1.51385 -0.54949 0.13395 2.05 -4.30 -3.64
N 0.32184 -1.16779 0.02934 -2.07 1.46 0.11
H -2.31072 0.58955 -0.79478 -0.35 -0.41 -0.46
H -2.43170 0.68965 0.95181 1.05 -3.13 -2.02
H -2.46190 -1.08312 -0.13915 -0.52 -0.14 0.55
H 2.13929 1.68960 0.03776 -2.04 -2.51 -0.45
H 2.37519 -1.33348 -0.33489 -1.92 2.67 2.25
```
Positions in Å, forces in eV/Å.

Mulliken population analysis, charges in e, atoms 1 to 8: atom 1 (C): -0.608, atom 2 (N): 0.839, atom 3 (N): -0.610, atom 4 (C): -0.201, atom 5 (C): -0.061, atom 6 (N): -0.692, atom 7 (H): 0.280, atom 8 (H): 0.241


Question: calculated total energy of number 2 (C3H5N3)?
Answer: -7659.436 eV